[1]
Computed, not measured: 4 unconnected molecules or ions with the total composition C32H48F9IN4O7, with ωB97M-V with the def2-TZVPD basis set.

Cartesian coordinates (Å):
H1 -4.1361 -3.0686 3.1548
H2 -0.3149 7.9184 -0.9913
C1 0.4346 0.7039 3.5857
C2 1.0541 2.0142 3.1092
H3 -5.5519 -2.7580 7.6732
F1 0.6174 -3.5788 -2.5183
C3 -0.1367 -2.4512 -2.5364
H4 2.2717 5.9465 -2.4985
F2 -1.9026 -3.9247 -3.1659
H5 3.5737 0.8702 -0.4412
C4 0.2301 2.7165 2.0010
F3 -1.8067 -2.4893 -0.8648
C5 5.9126 2.1818 -0.4313
H6 2.4774 -0.7662 -1.7151
O1 2.5595 -5.6807 -9.6282
H7 2.0312 4.2324 -2.8572
H8 -1.2174 1.3878 5.8299
C6 -4.7071 -3.0543 4.0777
H9 0.9100 3.4116 1.5089
O2 6.0333 0.8992 -0.7792
H10 -2.4948 3.0403 -0.9926
H11 1.6660 -0.4944 4.8706
C7 1.3651 -4.0619 -6.6186
C8 -1.3893 1.1500 0.8012
H12 2.0259 1.7883 2.6597
H13 6.7716 -0.7029 0.2503
H14 -6.8429 -1.8534 6.8692
H15 3.0877 0.1469 1.1074
C9 1.6554 -6.7952 -7.7143
H16 0.6306 -0.1063 2.8830
H17 -3.1802 0.5592 1.8139
C10 -2.7477 3.4289 -0.0120
F4 0.2275 -2.9207 -0.2387
C11 0.8495 1.3423 -0.0279
H18 0.5899 -6.7545 -7.4858
O3 1.6073 2.1609 -0.5113
C12 -0.5121 -2.1090 -1.0405
H19 0.0601 -0.7871 6.6964
H20 4.7571 -1.4086 -0.9401
C13 2.2146 -0.7502 -0.6560
C14 4.6495 -0.9127 0.0224
H21 -0.6472 0.8393 3.6240
H22 6.2626 2.4384 0.5773
C15 0.2633 5.8978 -0.7316
N1 -1.4670 0.4100 5.9244
H23 1.8543 -7.6795 -8.3109
N2 1.1141 4.9055 -1.0973
C16 0.4380 7.2458 -1.3898
O4 -2.5699 0.0882 -0.9450
I1 -3.7733 5.2586 -0.4087
C17 2.0822 -5.5829 -8.5110
O5 5.4969 3.0188 -1.1709
F5 -0.6654 -3.0125 -4.7061
N3 -4.9356 -1.6003 6.0404
H24 0.9544 4.0295 -0.6208
C18 -0.3287 -0.6681 -0.6070
F6 -1.8523 -0.4815 -3.6469
H25 1.2800 1.0716 5.5675
H26 -2.1514 0.2119 5.1974
H27 -1.8545 3.7728 0.4937
C19 -4.3339 -1.8110 4.8478
C20 -2.6185 1.4653 1.5960
C21 -2.3747 -1.6899 -3.8031
F7 -3.4214 -1.8475 -3.0254
H28 4.6136 -1.6436 0.8328
C22 3.3829 -0.0641 0.0788
C23 -1.5420 0.1729 -0.3120
H29 -4.2117 1.8806 0.1620
H30 0.4913 -3.4220 -6.7219
C24 -0.2878 -0.4344 5.7224
H31 1.0763 -4.9681 -6.0982
H32 -4.1755 3.0009 1.5194
C25 -3.5561 2.4440 0.8204
H33 0.3071 7.1687 -2.4696
C26 0.8681 0.2424 4.9898
H34 2.1927 -1.7903 -0.3362
H35 -0.6167 3.2550 2.4140
C27 -0.1869 1.7192 0.9672
H36 -0.5618 -1.3294 5.1609
O6 -0.6117 5.6986 0.1004
C28 -1.2975 -2.7871 -3.5274
C29 2.1989 4.9572 -2.0591
H37 1.2163 2.7040 3.9343
H38 -5.7700 -3.0548 3.8351
C30 0.8766 -0.0996 -0.4481
F8 0.6132 -1.4761 -3.0890
F9 -2.7828 -1.8071 -5.0639
H39 5.8292 0.4351 1.2415
N4 1.9118 -4.3658 -7.9291
H40 -6.1647 -3.2950 6.1051
C31 -5.9275 -2.4236 6.7053
H41 3.1462 4.7170 -1.5742
C32 5.8859 -0.0706 0.2772
H42 2.2158 -6.8642 -6.7813
H43 -4.6274 -0.7578 6.5022
H44 1.4266 7.6553 -1.1799
H45 2.2136 -3.5987 -8.5083
H46 2.1123 -3.5367 -6.0202
H47 -4.4729 -3.9509 4.6523
O7 -3.5109 -1.0104 4.4237
H48 -2.3494 1.9487 2.5304

Calculated values
HOMO energy: -8.5 eV
electronic energy: -86814.33591 eV
structure (SMILES): NCCCCCC1=C(CCCI)C(=O)C(C(F)(F)C(F)(F)C(F)(F)C(F)(F)F)=C(CCCCOC=O)C1=O.CNC(C)=O.CNC(C)=O.CNC(C)=O
orbital gap: 7.12 eV

Results of the Mulliken charge analysis, in e, for atoms 1 through 4:
1 H 0.200
2 H 0.345
3 C 1.035
4 C -1.080


[2]
Computed, not measured: a molecular structure, C25H25Cl3GeN4O5S2Sr in a non-equilibrium geometry, with ωB97M-V with the def2-TZVPD basis set.

Cartesian coordinates (Å):
C1 1.2734 -1.4632 6.4479
N1 -0.9661 0.9942 0.1629
O1 -1.8968 -1.2622 -3.5980
C2 -1.7850 -0.4164 -7.6876
C3 0.0730 -1.3126 5.8600
H1 3.5077 0.8038 0.6875
C4 2.6350 -0.3231 -2.4701
C5 -1.4485 0.1792 -5.3702
Cl1 1.3275 2.4235 2.3855
C6 0.4193 -0.2739 8.3100
H2 -4.3939 -0.1818 3.7510
O2 -3.8490 -0.2399 1.7835
O3 1.1360 -2.1713 -2.6761
O4 -3.0372 -0.5074 -0.2429
C7 -1.5105 -0.7993 -6.3773
H3 4.4441 0.7655 -0.9185
C8 -0.1696 -1.8120 4.4284
H4 -2.3070 1.2012 -9.0511
C9 2.5262 -0.2762 -1.0380
C10 3.3609 0.6231 -3.2098
H5 -1.8560 1.4008 1.9277
N2 -1.9063 0.7780 1.1792
C11 -2.1163 1.8924 -6.9731
C12 -0.9287 -0.5778 6.4086
H6 -1.7934 -1.1400 -8.5012
C13 2.8437 -0.2803 -5.3190
H7 -1.1677 -1.4883 4.1369
H8 1.7836 -2.0904 -5.3716
H9 3.7734 1.5950 -5.0092
N3 1.5728 -0.7278 1.0173
H10 2.3061 -1.1434 8.3696
N4 1.6297 -0.9786 -0.3820
C14 1.9107 -1.3375 -3.2407
H11 -3.1533 0.9831 3.3062
H12 -0.1267 1.2587 0.5955
C15 2.2186 -1.3195 -4.6720
C16 -2.0171 0.9076 -8.0113
C17 3.3135 0.7371 -4.5058
Sr1 -0.8483 -1.2161 -1.5029
C18 -0.7996 0.0171 7.6167
C19 1.4270 -0.9751 7.7484
H13 -2.3281 2.9569 -7.1619
H14 2.1037 -2.0031 5.9650
C20 -2.9442 0.0167 0.8449
H15 0.5829 0.1335 9.2502
H16 -1.8092 -0.4019 5.7713
C21 -1.3833 -0.1595 -3.9181
C22 -3.4877 -0.0017 3.1498
S1 1.1630 -1.0252 3.4454
O5 -0.8822 0.6698 -3.1171
H17 3.8922 1.3535 -2.6135
H18 -1.2850 1.6819 -0.5119
H19 -0.1281 -2.8779 4.3664
C23 -1.7701 1.5176 -5.7170
Cl2 -1.6979 3.0986 3.2801
H20 -2.6528 -0.5957 3.5239
H21 -1.9497 2.1997 -4.9266
H22 -1.3409 -1.8598 -6.2011
H23 -1.6274 0.5166 8.0808
Ge1 0.2909 2.4985 4.4827
Cl3 0.7658 4.5232 5.2784
S2 -0.6313 -2.4138 1.3974
H24 2.7624 -0.2770 -6.3871
H25 4.3726 -0.6515 0.2155
C24 3.8150 0.2139 -0.2009
C25 0.7642 -1.3598 1.7086

Calculated values
net charge: -1
HOMO energy (spin up / spin down): -5.5 / -5.5 eV
electronic energy: -159124.88520 eV
2S+1: 2
expectation value of S²: 0.8139
orbital gap (spin up / spin down): 7.46 / 4.69 eV

Results of the Mulliken charge analysis, in e, for atoms 1 through 4:
1 C -0.095
2 N -0.470
3 O -1.034
4 C -0.561


[3]
Computed, not measured: a single H4N3P molecule in a non-equilibrium geometry, with ωB97M-V with the def2-TZVPD basis set.

Cartesian coordinates (Å):
P1 1.4951 -0.1995 -0.0108
H1 -1.0129 1.0443 0.9176
H2 1.3942 1.1936 -0.2695
N1 -0.1743 -0.1235 -0.4882
N2 -1.2495 -0.9067 0.0671
H3 1.8252 -0.5809 -1.2395
N3 -1.1820 0.7164 -0.0628
H4 -1.0959 -1.1437 1.0860

Calculated values
HOMO energy: -8.6 eV
electronic energy: -13818.69666 eV
structure (SMILES): Pn1[nH][nH]1
orbital gap: 9.33 eV

Results of the Mulliken charge analysis, in e, for atoms 1 through 4:
1 P -0.052
2 H 0.226
3 H 0.086
4 N 0.135


[4]
Computed, not measured: a molecular structure, C4H8FN in a non-equilibrium geometry, with ωB97M-V with the def2-TZVPD basis set.

Cartesian coordinates (Å):
H1 -1.3137 0.3094 -1.8166
C1 -0.8457 -0.1671 -0.9234
C2 0.2380 -0.1898 1.0221
H2 1.3217 0.3805 -0.7963
C3 0.5825 -0.3945 -0.3782
N1 1.1771 -1.6928 -0.6120
F1 -0.4186 1.8702 0.4765
H3 -1.4102 -1.1509 -0.8057
H4 0.5958 0.5550 1.6197
C4 -0.9110 0.5230 0.4704
H5 1.5797 -1.4525 -1.5457
H6 -1.9437 0.6216 0.9174
H7 2.1149 -1.6301 -0.1960
H8 0.2000 -1.2445 1.4737

Calculated values
HOMO energy: -9.8 eV
electronic energy: -8482.70861 eV
orbital gap: 10.80 eV

Results of the Mulliken charge analysis, in e, for atoms 1 through 4:
1 H 0.343
2 C -0.952
3 C -1.041
4 H 0.249


[5]
Computed, not measured: 2 unconnected molecules or ions with the total composition C3H2N2O2 in a non-equilibrium geometry, with ωB97M-V with the def2-TZVPD basis set.

Cartesian coordinates (Å):
N1 1.7770 -1.3743 0.4385
O1 -0.1219 -1.6530 -0.4765
C1 -0.7106 0.6354 0.1049
H1 -1.5724 1.1842 0.0735
O2 1.2756 2.0704 -0.3434
N2 1.8108 -0.2897 0.5771
H2 -2.0339 -1.0897 -0.1660
C2 0.4655 1.2738 -0.0270
C3 -0.8902 -0.7571 -0.1811

Calculated values
HOMO energy (spin up / spin down): -6.3 / -10.4 eV
electronic energy: -10212.97561 eV
2S+1: 3
expectation value of S²: 2.0225
orbital gap (spin up / spin down): 6.52 / 6.80 eV

Results of the Mulliken charge analysis, in e, for atoms 1 through 4:
1 N -0.076
2 O -0.418
3 C -0.647
4 H 0.426


Let's list energy above the lowest of the compared OMol25 structures with the same formula, charge and spin in order: 0.0, 42.2, 81.7, 53.7, 39.8 kcal/mol.